Molecular formula: C10H23BNO4S
Method: DFT, the ωB97M-V functional and the def2-TZVPD basis

## Properties
Multiplicity   1
Highest occupied orbital energy   -0.44639 Eh
Kohn-Sham gap   8.66 eV
Total energy   -1173.3643 Ha
Max |F|   0.66 eV Å⁻¹
Net charge   +1

Last column: Mulliken charge in e.
Positions of all 40 atoms, in Å:
C (0.982, -1.190, 0.181)  -1.24
C (-0.401, -1.652, 0.633)  -0.42
B (-1.605, -1.255, -0.258)  0.47
O (-1.430, -0.698, -1.481)  -0.59
C (-3.106, -1.612, 0.267)  -0.28
C (-3.913, -2.489, -0.724)  -0.54
O (-5.249, -2.029, -0.832)  -0.43
C (-5.922, -1.920, 0.405)  -0.28
C (-5.213, -0.877, 1.302)  -0.64
N (-3.995, -0.421, 0.557)  -0.23
H (1.260, -1.657, -0.763)  0.31
H (1.745, -1.435, 0.917)  0.41
H (1.019, -0.111, 0.038)  0.26
H (-0.627, -1.290, 1.646)  0.37
H (-0.423, -2.748, 0.738)  0.36
H (-2.114, -0.179, -1.907)  0.31
H (-3.029, -2.116, 1.231)  0.29
H (-3.508, -2.427, -1.732)  0.35
H (-3.881, -3.534, -0.401)  0.36
H (-6.003, -2.884, 0.912)  0.30
H (-6.925, -1.580, 0.162)  0.35
H (-4.854, -1.289, 2.241)  0.36
H (-5.844, -0.015, 1.512)  0.41
H (-4.301, -0.003, -0.324)  0.37
H (-3.492, 0.286, 1.092)  0.40
C (5.367, 1.987, -1.438)  -0.55
C (4.605, 3.305, -1.246)  -0.62
C (3.595, 3.087, -0.115)  -0.60
S (4.314, 1.827, 0.957)  1.05
O (3.478, 0.648, 0.919)  -0.56
O (4.672, 2.397, 2.227)  -0.68
C (5.771, 1.531, -0.041)  -0.72
H (6.238, 2.112, -2.078)  0.34
H (4.718, 1.239, -1.898)  0.30
H (5.305, 4.095, -0.969)  0.30
H (4.103, 3.618, -2.161)  0.34
H (3.417, 3.971, 0.492)  0.37
H (2.650, 2.687, -0.477)  0.28
H (6.027, 0.477, 0.042)  0.39
H (6.570, 2.145, 0.374)  0.36

Molecular formula: C6H11NO
Method: DFT, the ωB97M-V functional and the def2-TZVPD basis

## Properties
Multiplicity   1
Highest occupied orbital energy   -0.33484 Eh
Energy above the lowest of the compared OMol25 structures with the same formula, charge and spin   3.494 eV
Kohn-Sham gap   9.45 eV
Total energy   -365.1031 Ha
Max |F|   4.98 eV Å⁻¹
SMILES   C=NC(=C)CCCO
Net charge   0

Last column: Mulliken charge in e.
Positions of all 19 atoms, in Å:
C (3.182, -0.602, 0.652)  -0.29
N (2.376, 0.160, -0.006)  -0.43
C (1.036, -0.196, -0.208)  0.72
C (0.650, -1.461, -0.443)  -0.93
C (0.043, 0.863, -0.728)  -0.79
C (-0.990, 1.337, 0.399)  -0.53
C (-2.195, 0.314, 0.546)  -0.55
O (-2.983, 0.519, -0.652)  -0.53
H (4.225, -0.536, 0.671)  0.30
H (2.712, -1.486, 1.203)  0.21
H (-0.330, -1.786, -0.854)  0.22
H (1.255, -2.383, -0.270)  0.25
H (-0.550, 0.425, -1.597)  0.25
H (0.550, 1.714, -0.888)  0.42
H (-0.284, 1.217, 1.231)  0.35
H (-1.203, 2.315, 0.161)  0.44
H (-2.930, 0.465, 1.364)  0.30
H (-1.860, -0.676, 0.701)  0.27
H (-2.706, -0.202, -1.283)  0.33

Molecular formula: C3H5NO
Method: DFT, the ωB97M-V functional and the def2-TZVPD basis

## Properties
Multiplicity   1
Highest occupied orbital energy   -0.38885 Eh
Energy above the lowest of the compared OMol25 structures with the same formula, charge and spin   1.219 eV
Kohn-Sham gap   11.39 eV
Total energy   -247.2624 Ha
Max |F|   1.08 eV Å⁻¹
SMILES   COCC#N
Net charge   0

Last column: Mulliken charge in e.
Positions of all 10 atoms, in Å:
C (-1.049, 0.748, 0.347)  -0.70
O (-0.592, 0.172, -0.865)  -0.35
C (0.498, -0.704, -0.762)  -0.20
C (1.407, -0.400, 0.363)  0.23
N (2.057, -0.156, 1.288)  -0.36
H (-2.069, 1.090, 0.161)  0.24
H (-0.423, 1.604, 0.634)  0.29
H (-1.057, 0.030, 1.177)  0.34
H (1.061, -0.637, -1.698)  0.27
H (0.167, -1.747, -0.645)  0.25

Molecular formula: C4H4N2
Method: DFT, the ωB97M-V functional and the def2-TZVPD basis

## Properties
Multiplicity   1
Highest occupied orbital energy   -0.38428 Eh
Energy above the lowest of the compared OMol25 structures with the same formula, charge and spin   2.306 eV
Kohn-Sham gap   11.12 eV
Total energy   -264.2417 Ha
Max |F|   1.12 eV Å⁻¹
SMILES   C#C[C@H](N)C#N
Net charge   0

Last column: Mulliken charge in e.
Positions of all 10 atoms, in Å:
C (2.184, -0.236, 0.115)  0.14
C (1.004, -0.047, 0.255)  -0.70
C (-0.462, 0.112, 0.369)  0.32
N (-1.240, -0.848, -0.406)  -0.62
C (-0.848, 1.487, -0.021)  0.06
N (-1.140, 2.563, -0.324)  -0.38
H (3.233, -0.394, -0.010)  0.42
H (-0.750, -0.005, 1.421)  0.22
H (-0.907, -0.853, -1.367)  0.29
H (-1.074, -1.778, -0.032)  0.25

Molecular formula: C13H16MnN2PSe
Method: DFT, the ωB97M-V functional and the def2-TZVPD basis

## Properties
Multiplicity   4
Highest occupied orbital energy (alpha / beta)   -0.38773 / -0.41144 Eh
Kohn-Sham gap (alpha / beta)   6.92 / 7.96 eV
Total energy   -4507.9005 Ha
Max |F|   4.66 eV Å⁻¹
<S²>   3.891
Net charge   +1

Last column: Mulliken charge in e.
Positions of all 34 atoms, in Å:
C (1.359, -0.326, -4.016)  -0.68
C (0.133, -0.342, -4.928)  -0.05
C (-0.662, -1.524, -4.900)  -0.13
C (-0.151, -2.435, -3.938)  -0.06
C (1.089, -2.049, -3.188)  -0.84
Mn (-0.115, -0.550, -2.599)  -0.01
P (-0.217, 1.519, -1.813)  0.03
H (2.191, 0.442, -3.982)  0.41
H (-0.126, 0.441, -5.683)  0.39
H (-1.496, -1.748, -5.649)  0.37
H (1.582, -2.709, -2.454)  0.37
H (-0.665, -3.405, -3.893)  0.43
H (-1.279, 1.983, -0.964)  0.08
H (-0.024, 2.734, -2.536)  0.16
H (0.832, 1.675, -0.874)  0.11
C (-2.569, 0.363, 1.713)  -0.88
N (-1.112, 0.155, 1.754)  0.38
C (-0.382, -0.511, 0.806)  -0.67
Se (-1.072, -1.486, -0.660)  -0.10
N (0.926, -0.520, 1.227)  0.13
C (1.024, 0.131, 2.466)  0.60
C (2.101, 0.284, 3.327)  -0.82
C (1.793, 0.822, 4.586)  -0.47
C (0.490, 1.211, 4.968)  -0.68
C (-0.563, 1.088, 4.054)  -0.77
C (-0.258, 0.542, 2.807)  1.03
H (-2.952, 0.837, 2.618)  0.29
H (-3.054, -0.608, 1.589)  0.38
H (-2.858, 1.031, 0.896)  0.27
H (1.687, -0.886, 0.666)  0.26
H (3.099, -0.006, 2.980)  0.39
H (2.592, 0.909, 5.298)  0.40
H (0.243, 1.575, 5.976)  0.38
H (-1.586, 1.362, 4.348)  0.28

Molecular formula: C26H25N9O2OsP
Method: DFT, the ωB97M-V functional and the def2-TZVPD basis

## Properties
Multiplicity   1
Highest occupied orbital energy   -0.62222 Eh
Energy above the lowest of the compared OMol25 structures with the same formula, charge and spin   0.154 eV
Kohn-Sham gap   6.62 eV
Total energy   -2080.2493 Ha
Max |F|   0.16 eV Å⁻¹
Net charge   +3

Last column: Mulliken charge in e.
Positions of all 64 atoms, in Å:
Os (0.028, 0.465, 0.314)  2.14
C (1.940, -3.720, 3.379)  -0.78
N (1.026, -2.684, 2.870)  0.13
C (-0.235, -2.441, 3.364)  -0.62
C (-0.753, -1.424, 2.634)  -0.65
N (0.183, -1.049, 1.692)  0.29
C (1.262, -1.833, 1.870)  0.07
P (2.831, -1.685, 0.940)  -0.33
C (2.053, -1.609, -0.698)  0.15
N (1.005, -0.844, -1.021)  0.20
C (0.698, -1.121, -2.333)  -0.63
C (1.586, -2.043, -2.796)  -0.56
N (2.427, -2.341, -1.763)  0.10
C (3.575, -3.252, -1.859)  -0.84
C (2.961, 0.108, 1.186)  0.33
N (1.956, 0.974, 1.014)  0.08
C (2.416, 2.209, 1.407)  -0.53
C (3.710, 2.075, 1.802)  -0.73
N (4.038, 0.755, 1.663)  0.07
C (5.367, 0.203, 1.955)  -0.84
H (1.496, -4.155, 4.269)  0.33
H (2.076, -4.497, 2.631)  0.34
H (2.896, -3.275, 3.641)  0.35
H (-0.644, -3.005, 4.185)  0.49
H (-1.712, -0.945, 2.717)  0.55
H (-0.110, -0.646, -2.856)  0.60
H (1.684, -2.501, -3.766)  0.50
H (3.363, -3.991, -2.626)  0.34
H (4.469, -2.695, -2.131)  0.33
H (3.725, -3.761, -0.911)  0.38
H (1.814, 3.096, 1.364)  0.62
H (4.417, 2.804, 2.161)  0.49
H (5.679, 0.538, 2.940)  0.37
H (5.325, -0.882, 1.941)  0.34
H (6.075, 0.550, 1.206)  0.35
N (-0.896, 1.533, 1.823)  -0.41
C (-1.386, 2.153, 2.661)  0.91
C (-1.987, 2.919, 3.691)  0.22
C (-3.385, 2.939, 3.797)  -0.48
C (-3.965, 3.700, 4.791)  -0.76
C (-3.163, 4.431, 5.662)  -0.37
C (-1.776, 4.409, 5.551)  -0.76
C (-1.175, 3.654, 4.565)  -0.47
H (-3.999, 2.373, 3.108)  0.54
H (-5.041, 3.732, 4.887)  0.44
H (-3.626, 5.029, 6.436)  0.43
H (-1.168, 4.985, 6.235)  0.43
H (-0.098, 3.630, 4.465)  0.49
N (-6.217, 1.488, 0.149)  -0.36
C (-5.365, 0.736, -0.010)  -0.39
C (-4.251, -0.156, -0.168)  -0.16
C (-4.402, -1.495, -0.519)  -0.18
C (-3.265, -2.279, -0.619)  -1.12
C (-2.030, -1.719, -0.361)  0.04
N (-1.886, -0.427, -0.019)  0.02
C (-2.979, 0.343, 0.061)  0.10
H (-5.386, -1.904, -0.707)  0.58
H (-3.330, -3.322, -0.895)  0.48
H (-1.126, -2.308, -0.427)  0.39
H (-2.842, 1.385, 0.312)  0.74
O (0.310, 2.475, -0.246)  -0.54
C (-0.219, 2.318, -1.378)  -0.09
O (-0.625, 1.134, -1.560)  -0.59
H (-0.320, 3.112, -2.119)  0.45